## one
{"formula": "C2H4ClFN2", "method": "wB97M-V/def2-TZVPD", "charge": 0, "homo_energy_ev": -9.0, "symbols": ["Cl", "F", "N", "N", "C", "C", "H", "H", "H", "H"], "positions_angstrom": [[-0.89, 1.80, 1.26], [-1.46, -0.20, -0.34], [0.77, 0.21, -1.59], [1.14, -0.21, -0.30], [-0.89, 0.12, 0.91], [0.54, -0.48, 0.80], [1.02, -1.00, 1.64], [-1.46, -0.54, 1.68], [1.49, 0.01, -2.29], [-0.27, 0.29, -1.78]]}


## two
{"formula": "C2H4ClFN2", "method": "wB97M-V/def2-TZVPD", "charge": 0, "homo_energy_ev": -9.1, "symbols": ["Cl", "F", "N", "N", "C", "C", "H", "H", "H", "H"], "positions_angstrom": [[-0.87, 1.93, -0.41], [-0.88, -0.53, -1.21], [1.59, -0.12, -0.36], [1.08, -0.39, 0.80], [-1.09, 0.26, -0.09], [-0.15, -0.15, 0.94], [-0.73, -0.22, 1.84], [-2.21, 0.00, 0.11], [0.83, -0.13, -1.15], [2.43, -0.65, -0.46]]}


Stability ranking, top and bottom: two is the most stable and one is the least stable.


## one
{"formula": "CHN3O2", "method": "wB97M-V/def2-TZVPD", "charge": 0, "homo_energy_ev": -10.4, "symbols": ["O", "O", "N", "N", "N", "C", "H"], "positions_angstrom": [[1.50, 1.29, -0.06], [0.77, -1.02, 0.04], [-0.19, -0.06, 0.18], [-2.59, -0.45, -0.10], [0.32, 1.31, 0.10], [-1.47, -0.31, 0.10], [1.67, -0.75, -0.28]]}


## two
{"formula": "CHN3O2", "method": "wB97M-V/def2-TZVPD", "charge": 0, "homo_energy_ev": -10.6, "symbols": ["O", "O", "N", "N", "N", "C", "H"], "positions_angstrom": [[1.35, -0.72, 0.00], [-1.90, -0.08, -0.04], [1.34, 0.73, -0.04], [0.20, 1.13, -0.01], [-0.05, -1.12, -0.04], [-0.63, 0.07, 0.18], [-2.34, 0.84, -0.15]]}


Stability ranking, top and bottom: two is the most stable and one is the least stable.


## one
{"formula": "C34H42IrN4O3P2S", "method": "wB97M-V/def2-TZVPD", "charge": 2, "homo_energy_ev": [-10.5, -12.6], "multiplicity": 6, "symbols": ["Ir", "S", "P", "P", "O", "O", "O", "N", "N", "N", "N", "C", "C", "C", "C", "C", "C", "C", "C", "C", "C", "C", "C", "C", "C", "C", "C", "C", "C", "C", "C", "C", "C", "C", "C", "C", "C", "C", "C", "C", "C", "C", "C", "C", "C", "H", "H", "H", "H", "H", "H", "H", "H", "H", "H", "H", "H", "H", "H", "H", "H", "H", "H", "H", "H", "H", "H", "H", "H", "H", "H", "H", "H", "H", "H", "H", "H", "H", "H", "H", "H", "H", "H", "H", "H", "H", "H"], "positions_angstrom": [[-0.33, 1.13, -2.26], [-1.61, 0.20, 2.63], [2.06, -0.98, -0.58], [-1.51, -0.67, -0.42], [-0.85, -1.02, 2.29], [-1.09, 1.40, 1.95], [-3.06, 0.06, 2.62], [-3.02, 0.41, -0.74], [2.76, -2.08, 0.45], [-2.69, -1.87, 0.29], [3.41, 0.05, -1.14], [4.08, -3.81, 1.04], [1.26, 1.05, -3.47], [-1.69, 1.60, -3.63], [-4.08, -1.84, 0.51], [-1.31, 0.19, -3.73], [4.32, -2.72, 1.95], [-0.10, 0.96, 6.88], [-4.45, -2.92, 1.34], [-4.06, 2.44, -0.95], [-4.75, 1.48, -1.78], [3.47, -1.69, 1.60], [-0.17, -0.34, 6.37], [-1.05, 1.79, 4.81], [0.16, 3.36, -3.92], [-2.98, 1.76, -0.38], [3.11, -3.41, 0.15], [-0.67, -0.59, 5.10], [0.96, 0.46, -4.83], [-2.20, -2.97, 1.02], [-0.54, -1.99, -1.38], [1.16, 0.29, 0.27], [-1.11, 0.48, 4.32], [3.59, 1.43, -1.02], [4.60, -0.47, -1.66], [0.38, 1.19, 8.28], [-0.55, 2.02, 6.08], [-3.25, -3.65, 1.62], [0.96, -1.79, -1.77], [4.85, 1.77, -1.45], [-1.12, 2.69, -4.50], [5.50, 0.57, -1.86], [0.94, 2.42, -3.06], [-4.07, 0.27, -1.67], [-0.38, -0.27, -4.83], [5.06, -2.69, 2.73], [-5.64, 1.68, -2.36], [0.52, 0.90, -0.45], [1.00, 1.22, -5.62], [-5.45, -3.12, 1.68], [1.73, 2.86, -2.44], [-3.15, -4.55, 2.21], [-0.96, 2.36, -5.53], [-0.47, 3.03, 6.47], [-2.04, -0.56, -3.41], [-0.35, 0.76, 8.98], [-2.26, 2.09, 0.34], [1.73, -0.29, -5.05], [0.79, 3.78, -4.72], [0.47, 2.26, 8.48], [-0.88, -0.20, -5.80], [1.36, -2.79, -2.03], [4.64, -4.74, 1.04], [-1.87, 3.49, -4.55], [-1.38, 2.62, 4.17], [-0.20, -1.34, -4.69], [-1.15, -3.17, 1.07], [6.50, 0.49, -2.24], [-0.70, -1.60, 4.69], [-0.66, -2.88, -0.75], [2.80, 2.08, -0.68], [2.21, 0.69, -3.06], [4.69, -1.53, -1.84], [-4.32, -0.70, -2.08], [0.51, -0.21, 1.00], [-2.73, 1.77, -3.33], [5.26, 2.77, -1.49], [1.89, 0.91, 0.80], [0.21, -1.17, 6.98], [3.28, -0.72, 2.04], [2.61, -3.94, -0.66], [-4.31, 3.47, -0.77], [1.35, 0.72, 8.50], [-1.15, -2.11, -2.29], [-0.13, 4.21, -3.29], [-4.70, -1.08, 0.10], [1.01, -1.17, -2.69]]}


## two
{"formula": "C34H42IrN4O3P2S", "method": "wB97M-V/def2-TZVPD", "charge": 2, "homo_energy_ev": [-10.5, -12.9], "multiplicity": 6, "symbols": ["Ir", "S", "P", "P", "O", "O", "O", "N", "N", "N", "N", "C", "C", "C", "C", "C", "C", "C", "C", "C", "C", "C", "C", "C", "C", "C", "C", "C", "C", "C", "C", "C", "C", "C", "C", "C", "C", "C", "C", "C", "C", "C", "C", "C", "C", "H", "H", "H", "H", "H", "H", "H", "H", "H", "H", "H", "H", "H", "H", "H", "H", "H", "H", "H", "H", "H", "H", "H", "H", "H", "H", "H", "H", "H", "H", "H", "H", "H", "H", "H", "H", "H", "H", "H", "H", "H", "H"], "positions_angstrom": [[-0.41, 1.31, -2.44], [-1.58, 0.24, 2.63], [2.10, -1.01, -0.49], [-1.59, -0.77, -0.27], [-1.02, 1.41, 1.94], [-0.85, -1.01, 2.32], [-3.03, 0.12, 2.59], [-2.72, -1.90, 0.33], [3.40, -0.05, -1.14], [2.82, -2.11, 0.53], [-3.02, 0.37, -0.74], [3.21, -3.42, 0.20], [5.48, 0.45, -1.87], [0.96, -1.71, -1.71], [4.59, -0.57, -1.66], [-0.55, 2.02, 6.10], [-0.11, 0.96, 6.89], [-1.33, 0.26, -3.83], [0.17, 3.42, -4.03], [-0.17, -0.34, 6.38], [-4.07, 0.22, -1.65], [-4.12, 2.36, -0.91], [-2.19, -2.99, 1.06], [0.94, 2.52, -3.12], [-3.02, 1.72, -0.35], [4.38, -2.76, 2.02], [-3.25, -3.67, 1.67], [3.56, -1.72, 1.67], [-1.14, 2.77, -4.62], [4.84, 1.67, -1.48], [4.16, -3.84, 1.11], [1.23, 1.13, -3.51], [0.95, 0.55, -4.87], [-1.10, 0.49, 4.33], [-1.75, 1.69, -3.79], [-0.39, -0.21, -4.91], [-0.54, -1.96, -1.36], [-4.46, -2.94, 1.37], [3.57, 1.34, -1.05], [1.19, 0.25, 0.34], [-1.06, 1.80, 4.82], [-4.10, -1.87, 0.55], [-4.78, 1.41, -1.74], [0.38, 1.19, 8.29], [-0.68, -0.59, 5.11], [-1.13, -2.03, -2.30], [-3.15, -4.56, 2.25], [0.52, -0.25, 1.04], [2.74, -3.94, -0.63], [-2.11, -0.45, -3.52], [4.68, -1.64, -1.84], [-2.79, 1.84, -3.48], [5.26, 2.66, -1.50], [0.63, 0.84, -0.44], [-0.73, -1.59, 4.70], [0.48, 2.25, 8.49], [1.84, 0.95, 0.89], [-2.29, 2.06, 0.36], [-0.22, -1.28, -4.74], [-0.62, -2.92, -0.83], [-4.29, -0.74, -2.09], [-1.89, 3.58, -4.62], [-0.87, -0.15, -5.89], [6.49, 0.37, -2.24], [1.68, 2.95, -2.44], [1.00, 1.31, -5.65], [4.65, -4.81, 1.14], [-0.50, 3.04, 6.49], [-1.41, 2.62, 4.20], [-5.68, 1.59, -2.33], [2.14, 0.72, -3.05], [-1.00, 2.45, -5.65], [-5.46, -3.16, 1.70], [-1.14, -3.15, 1.10], [0.18, -1.18, 6.99], [1.75, -0.18, -5.08], [0.82, 3.77, -4.84], [1.35, 0.70, 8.45], [-4.39, 3.40, -0.74], [2.79, 1.97, -0.67], [-4.71, -1.10, 0.12], [-0.31, 0.77, 9.03], [3.37, -0.74, 2.10], [1.03, -1.06, -2.60], [-0.11, 4.30, -3.44], [5.09, -2.75, 2.86], [1.40, -2.69, -2.00]]}


Stability ranking, top and bottom: one is the most stable and two is the least stable.


## one
{"formula": "C5H13NSi", "method": "wB97M-V/def2-TZVPD", "charge": 0, "homo_energy_ev": [-8.5, -8.2], "symbols": ["Si", "N", "C", "C", "C", "C", "C", "H", "H", "H", "H", "H", "H", "H", "H", "H", "H", "H", "H", "H"], "positions_angstrom": [[0.80, 0.49, 0.01], [-0.39, 1.62, 0.35], [0.75, -0.15, -1.82], [-3.47, 0.40, 0.24], [0.86, -1.09, 1.11], [-2.30, 0.81, -0.54], [2.48, 1.28, 0.43], [0.52, 0.73, -2.55], [-0.03, -1.66, 1.13], [2.49, 2.31, 0.09], [1.46, -2.01, 0.80], [-4.03, -0.34, -0.27], [0.12, -0.94, -1.84], [3.33, 0.93, -0.14], [-2.46, 1.07, -1.58], [1.75, -0.40, -2.00], [2.82, 1.24, 1.39], [-4.31, 1.25, 0.45], [1.21, -0.95, 2.15], [-3.23, 0.13, 1.31]]}


## two
{"formula": "C5H13NSi", "method": "wB97M-V/def2-TZVPD", "charge": 0, "homo_energy_ev": -9.2, "symbols": ["Si", "N", "C", "C", "C", "C", "C", "H", "H", "H", "H", "H", "H", "H", "H", "H", "H", "H", "H", "H"], "positions_angstrom": [[0.60, 0.70, 0.44], [2.27, 0.34, 0.13], [-0.81, -0.40, -0.22], [0.66, 0.78, 2.35], [-1.82, -0.77, 0.81], [-0.05, -0.26, -2.65], [-1.00, -0.58, -1.54], [-1.82, -1.25, -1.84], [-2.57, -1.43, 0.57], [-0.36, 1.03, 2.57], [2.65, -0.38, 0.70], [-2.24, 0.05, 1.27], [-0.22, -0.67, -3.78], [2.45, 0.23, -0.88], [0.11, 0.87, -2.85], [0.98, -0.47, -2.28], [-1.56, -1.33, 1.74], [0.36, 2.14, -0.18], [0.94, -0.09, 3.04], [1.43, 1.50, 2.60]]}


## three
{"formula": "C5H13NSi", "method": "wB97M-V/def2-TZVPD", "charge": 0, "homo_energy_ev": -8.2, "symbols": ["Si", "N", "C", "C", "C", "C", "C", "H", "H", "H", "H", "H", "H", "H", "H", "H", "H", "H", "H", "H"], "positions_angstrom": [[-0.46, -0.93, -0.28], [-0.55, -2.30, 0.81], [1.73, 1.18, 1.33], [1.29, -1.29, -1.78], [-1.89, 1.53, 0.11], [0.32, 1.57, 1.08], [-0.60, 0.81, 0.48], [-0.77, -3.30, 0.57], [-1.78, 1.89, -0.90], [1.79, -0.36, -1.59], [-2.68, 0.77, 0.22], [0.36, -2.34, 1.29], [2.30, 1.54, 0.53], [1.74, 0.11, 1.32], [1.62, -2.23, -1.31], [2.12, 1.51, 2.32], [-1.99, 2.52, 0.67], [-1.49, -1.50, -1.18], [0.60, -1.27, -2.67], [-0.11, 2.54, 1.32]]}


Stability ranking, top and bottom: two is the most stable and one is the least stable.


## one
{"formula": "C3H5NSSi", "method": "wB97M-V/def2-TZVPD", "charge": 0, "homo_energy_ev": -8.1, "symbols": ["S", "Si", "N", "C", "C", "C", "H", "H", "H", "H", "H"], "positions_angstrom": [[-1.19, 1.44, 0.91], [-0.97, -2.04, -0.52], [1.10, 0.11, -0.28], [1.37, 1.35, 0.14], [0.34, 2.06, 0.72], [0.09, -0.55, -0.26], [-0.33, -2.84, -1.57], [0.53, 3.07, 1.05], [-1.02, -2.77, 0.74], [-2.27, -1.55, -0.94], [2.36, 1.73, 0.01]]}


## two
{"formula": "C3H5NSSi", "method": "wB97M-V/def2-TZVPD", "charge": 0, "homo_energy_ev": -7.7, "symbols": ["S", "Si", "N", "C", "C", "C", "H", "H", "H", "H", "H"], "positions_angstrom": [[2.68, -0.26, 0.05], [-2.26, -0.09, -0.06], [0.32, 0.97, 0.36], [1.70, -1.26, -0.80], [-0.68, 0.87, -0.35], [1.57, 0.95, 0.62], [-2.90, 0.25, -1.24], [-1.79, -1.46, 0.08], [-2.82, 0.66, 1.19], [2.08, -2.27, -1.08], [2.10, 1.64, 1.23]]}


Stability ranking, top and bottom: one is the most stable and two is the least stable.


## one
{"formula": "C5H12NO2", "method": "wB97M-V/def2-TZVPD", "charge": 1, "homo_energy_ev": -14.8, "symbols": ["O", "O", "N", "C", "C", "C", "C", "C", "H", "H", "H", "H", "H", "H", "H", "H", "H", "H", "H", "H"], "positions_angstrom": [[1.10, 1.87, 1.32], [-0.32, 2.19, -2.42], [0.43, 0.14, -0.51], [-0.59, 0.40, 0.55], [0.77, -1.32, -0.64], [0.00, 1.47, 1.54], [-0.57, -0.91, 1.35], [0.03, -2.02, 0.50], [0.28, 0.56, -1.42], [0.73, -2.76, 0.91], [0.04, 3.10, -2.49], [0.04, -0.74, 2.25], [-0.73, -2.74, 0.19], [0.62, -1.70, -1.65], [-1.12, 2.22, -2.96], [1.86, -1.42, -0.60], [1.27, 0.63, -0.18], [-1.52, -1.27, 1.75], [-1.61, 0.54, 0.19], [-0.69, 1.76, 2.34]]}


## two
{"formula": "C5H12NO2", "method": "wB97M-V/def2-TZVPD", "charge": 1, "homo_energy_ev": -13.8, "symbols": ["O", "O", "N", "C", "C", "C", "C", "C", "H", "H", "H", "H", "H", "H", "H", "H", "H", "H", "H", "H"], "positions_angstrom": [[-1.55, 0.70, 1.15], [-1.95, 0.97, -1.20], [0.61, 1.42, 0.06], [-0.45, -1.42, 0.82], [0.45, -1.04, -0.49], [2.60, -0.10, 0.08], [1.26, 0.07, -0.15], [-1.65, -0.48, 0.92], [-1.96, 0.76, -2.14], [-2.63, -0.89, 0.94], [0.96, -2.04, -0.61], [0.30, -1.33, 1.59], [2.94, -1.18, 0.03], [-0.70, -2.51, 0.83], [0.53, 1.87, 1.00], [-0.09, -0.85, -1.37], [3.24, 0.64, 0.49], [-0.41, 1.40, -0.22], [1.03, 2.23, -0.57], [-2.53, 1.79, -1.17]]}


Stability ranking, top and bottom: one is the most stable and two is the least stable.